1.
Molecular formula: C19H68N10O15
Method: DFT, ωB97M-V/def2-TZVPD

DFT total energy	-2440.68264	Ha
energy relative to the best compared isomer or geometry (same formula, charge and spin)	61.0	kJ/mol
M	676.8	g mol⁻¹
net charge	0
HOMO-LUMO gap	8.61	eV

Structure (XYZ):
```
112
C19H68N10O15 (ωB97M-V/def2-TZVPD)
C -2.722 -0.499 -2.984
C -4.176 -0.537 -2.796
O -4.737 0.544 -3.406
H -2.430 -0.450 -4.060
H -2.308 -1.422 -2.665
H -2.296 0.359 -2.502
H -4.507 -0.604 -1.722
H -4.660 -1.412 -3.215
H -4.246 1.369 -3.158
C 0.119 0.751 1.025
C 0.261 0.618 -0.521
O -0.283 -0.634 -0.938
H -0.829 1.144 1.224
H 0.810 1.462 1.349
H 0.334 -0.234 1.456
H 1.312 0.614 -0.820
H -0.151 1.497 -1.001
H 0.359 -1.285 -0.659
C 0.953 -2.391 6.568
C -0.056 -1.514 5.913
O 0.456 -1.269 4.660
H 1.002 -3.248 5.976
H 0.481 -2.718 7.510
H 1.896 -1.929 6.804
H -0.164 -0.508 6.360
H -1.040 -1.953 5.912
H -0.143 -1.400 3.965
C 2.232 2.889 -4.562
C 1.854 2.829 -3.099
O 0.468 3.087 -3.052
H 1.989 1.975 -5.158
H 3.325 3.037 -4.579
H 1.692 3.665 -5.130
H 2.306 3.623 -2.622
H 1.951 1.821 -2.661
H 0.277 3.353 -2.163
C -3.580 2.201 -0.143
O -2.321 2.624 -0.346
N -4.551 2.353 -1.047
N -3.974 1.628 0.900
H -4.364 2.754 -2.000
H -5.417 1.853 -1.088
H -3.355 1.607 1.625
H -4.887 1.183 1.140
C 1.840 2.218 3.730
O 1.840 3.522 3.276
N 0.880 1.756 4.520
N 2.691 1.358 3.401
H 0.221 2.580 4.715
H 0.584 0.786 4.648
H 3.448 1.684 2.848
H 2.827 0.358 3.754
C 4.112 -1.843 -2.653
O 5.380 -2.299 -2.472
N 3.040 -2.650 -2.839
N 3.670 -0.637 -2.401
H 3.029 -3.689 -2.933
H 2.303 -2.199 -3.401
H 4.312 0.166 -2.157
H 2.783 -0.286 -2.861
C -3.581 -1.770 0.623
O -4.790 -1.581 1.258
N -3.163 -2.875 0.147
N -2.841 -0.753 0.308
H -3.785 -3.654 0.302
H -2.351 -2.896 -0.441
H -3.299 0.115 0.378
H -1.911 -0.794 -0.164
C 2.634 -1.445 0.639
O 2.508 -1.591 1.968
N 1.922 -2.160 -0.221
N 3.382 -0.523 0.259
H 1.385 -2.962 0.142
H 2.346 -2.273 -1.218
H 4.123 -0.101 0.892
H 3.500 -0.518 -0.767
C -0.108 -3.639 1.797
O 0.606 -4.475 0.960
H 0.280 -2.610 1.794
H -0.229 -3.963 2.826
H -1.126 -3.517 1.483
H 0.312 -5.298 1.207
C -0.130 4.446 0.794
O -0.399 4.419 -0.566
H 0.897 4.514 1.102
H -0.352 3.507 1.269
H -0.672 5.209 1.433
H -1.137 3.796 -0.708
C -0.196 -3.473 -2.607
O -1.287 -3.824 -1.737
H -0.328 -3.904 -3.617
H 0.742 -3.823 -2.261
H -0.225 -2.332 -2.729
H -1.430 -4.731 -1.647
C -2.148 0.427 3.632
O -1.730 -0.770 2.901
H -1.484 1.180 3.066
H -1.830 0.499 4.666
H -3.221 0.653 3.505
H -2.264 -0.729 2.027
C 0.262 -0.052 -4.448
O 1.605 -0.465 -4.270
H -0.316 -0.142 -3.497
H -0.224 -0.458 -5.337
H 0.282 1.032 -4.517
H 2.055 -0.459 -5.139
C 2.873 3.218 0.129
O 3.606 2.079 0.207
H 1.887 2.957 -0.015
H 3.346 3.769 -0.668
H 3.018 3.842 0.983
H 3.117 1.259 0.387
```

---

2.
Molecular formula: C27H20N4O2Pd
Method: DFT, ωB97M-V/def2-TZVPD

DFT total energy	-1538.19796	Ha
energy relative to the best compared isomer or geometry (same formula, charge and spin)	88.2	kJ/mol
M	538.9	g mol⁻¹
net charge	0
HOMO-LUMO gap	6.51	eV

Structure (XYZ):
```
54
C27H20N4O2Pd (ωB97M-V/def2-TZVPD)
Pd 0.570 -0.116 0.039
C 4.826 -0.029 0.015
C 5.115 -0.008 1.374
C 4.100 -0.194 2.289
C 2.795 -0.367 1.839
N 2.529 -0.400 0.518
C 3.521 -0.245 -0.368
C 1.589 -0.437 2.666
C 1.586 -0.423 4.059
C 0.383 -0.385 4.742
C -0.814 -0.389 4.032
C -0.819 -0.429 2.643
C 0.384 -0.450 1.954
H 5.593 0.121 -0.732
H 6.128 0.166 1.715
H 4.306 -0.199 3.350
H 3.236 -0.291 -1.410
H 2.518 -0.430 4.612
H 0.376 -0.347 5.824
H -1.756 -0.351 4.568
H -1.752 -0.445 2.097
C -6.167 2.292 -6.074
O -6.800 3.303 -5.311
C -6.039 3.957 -4.394
C -4.672 3.746 -4.218
C -3.998 4.404 -3.200
C -4.669 5.275 -2.348
C -6.003 5.565 -2.613
C -6.693 4.898 -3.609
N -4.094 5.952 -1.213
N -3.066 5.562 -0.614
C -2.706 4.195 -0.471
C -3.567 3.123 -0.551
C -3.106 1.808 -0.484
C -1.754 1.502 -0.399
O -1.358 0.255 -0.380
C -0.834 2.613 -0.335
N 0.505 2.347 -0.358
C 1.350 3.328 -0.213
C 0.953 4.673 -0.035
C -0.374 4.971 -0.079
C -1.323 3.931 -0.264
H -6.945 1.835 -6.677
H -5.715 1.534 -5.430
H -5.402 2.711 -6.732
H -4.122 3.079 -4.867
H -2.932 4.256 -3.087
H -6.504 6.298 -1.991
H -7.746 5.080 -3.785
H -4.628 3.314 -0.646
H -3.800 0.978 -0.526
H 2.405 3.066 -0.240
H 1.699 5.444 0.111
H -0.731 5.988 0.021
```

---

3.
Molecular formula: C26H43AsIN8O3S2V
Method: DFT, ωB97M-V/def2-TZVPD

DFT total energy	-5953.35169	Ha
energy relative to the best compared isomer or geometry (same formula, charge and spin)	96.0	kJ/mol
M	832.6	g mol⁻¹
spin multiplicity	2
net charge	+3
HOMO-LUMO gap (spin up / spin down)	4.21 / 5.21	eV

Structure (XYZ):
```
85
C26H43AsIN8O3S2V (ωB97M-V/def2-TZVPD)
V -0.416 -0.517 0.381
C 0.454 -0.921 3.632
C 1.234 0.256 3.083
N 0.794 0.661 1.693
C 0.393 2.089 1.591
C 0.433 2.394 0.120
N -0.331 1.328 -0.583
C -0.098 1.418 -2.043
C -0.639 0.191 -2.734
C 0.236 -1.021 -2.492
N 0.540 -1.265 -1.062
C 1.137 -2.617 -0.871
C 0.756 -3.106 0.504
N 0.761 -1.893 1.346
C 0.628 -2.189 2.801
H -0.583 -0.613 3.708
H 0.782 -1.121 4.653
H 2.299 0.031 3.024
H 1.106 1.119 3.733
H 1.648 0.569 1.132
H -0.616 2.198 1.992
H 1.086 2.713 2.157
H 1.462 2.369 -0.241
H 0.006 3.369 -0.119
H -1.347 1.579 -0.358
H 0.976 1.516 -2.204
H -0.576 2.328 -2.410
H -0.692 0.368 -3.808
H -1.666 -0.001 -2.407
H 1.195 -0.900 -3.010
H -0.243 -1.921 -2.879
H 1.896 -0.268 -0.879
H 2.224 -2.528 -0.980
H 0.765 -3.288 -1.641
H 1.471 -3.824 0.911
H -0.240 -3.548 0.489
H 1.708 -1.507 1.226
H 1.550 -2.696 3.094
H -0.188 -2.901 2.944
N -0.716 -5.530 -2.388
C -1.477 -4.413 -2.461
N -1.698 -3.625 -1.440
C -2.487 -2.567 -1.831
C -2.845 -2.528 -3.138
S -2.189 -3.887 -3.959
C -3.010 -1.664 -0.801
C -4.295 -1.261 -0.757
S -4.688 -0.535 0.755
C -3.091 -0.769 1.268
N -2.271 -1.304 0.356
N -2.620 -0.474 2.508
H -0.689 -6.172 -3.163
H -0.575 -5.934 -1.476
H -3.446 -1.798 -3.656
H -5.066 -1.483 -1.477
H -3.239 0.029 3.129
H -2.145 -1.241 2.962
C -2.706 4.947 0.801
As -3.662 3.295 0.618
C -4.803 3.123 2.150
C -4.756 3.412 -0.950
O -2.609 1.986 0.517
H -3.416 5.773 0.788
H -2.014 5.066 -0.031
H -2.164 4.958 1.746
H -5.358 4.050 2.289
H -4.192 2.944 3.033
H -5.510 2.309 2.004
H -5.461 4.236 -0.846
H -5.303 2.480 -1.079
H -4.123 3.588 -1.818
I 9.669 1.196 -1.188
C 7.675 0.757 -0.827
C 6.722 1.006 -1.814
C 5.395 0.717 -1.571
C 5.011 0.170 -0.342
C 5.974 -0.086 0.640
C 7.299 0.210 0.400
C 3.624 -0.156 -0.065
O 2.713 0.241 -0.967
O 3.237 -0.735 0.951
H 7.025 1.420 -2.766
H 4.655 0.905 -2.337
H 5.676 -0.524 1.583
H 8.045 0.016 1.158
```